# 1
Molecular formula: C48H51AsN4O4P2Ru
Method: DFT, the ωB97M-V functional and the def2-TZVPD basis

Values from the calculation:
<S²>   8.847
Net charge   +1
Multiplicity   6
HOMO energy (alpha / beta)   -8.9 / -10.5 eV
Maximum force   0.48 eV Å⁻¹
Frontier orbital gap (alpha / beta)   7.020 / 5.931 eV

Geometry as XYZ:
```
111
Properties=species:S:1:pos:R:3:forces:R:3
Ru 0.037 -0.983 1.027 0.3 0.3 0.2
C 4.858 2.353 1.222 0.0 0.0 0.0
C 5.337 1.163 1.777 -0.1 0.0 0.0
C 4.507 0.078 1.931 0.0 0.1 -0.1
C 3.145 0.167 1.504 0.0 -0.1 0.1
C 2.666 1.396 0.960 0.1 0.0 0.0
C 3.517 2.459 0.822 0.1 0.0 0.0
N 2.287 -0.839 1.596 -0.1 -0.2 -0.1
N 2.765 -1.940 2.316 0.0 0.1 -0.1
C 1.761 -2.666 2.781 -0.1 0.0 -0.1
C 2.083 -3.735 3.672 -0.1 0.0 0.0
C 1.088 -4.504 4.212 0.0 0.0 0.0
C -0.252 -4.254 3.879 0.0 0.0 0.0
C -0.591 -3.242 2.973 0.1 -0.1 0.1
C 0.385 -2.457 2.400 0.1 0.0 -0.1
H 5.522 3.199 1.107 0.0 0.0 0.0
H 6.371 1.095 2.087 0.0 0.0 0.0
H 4.857 -0.851 2.349 0.0 0.0 0.0
H 1.612 1.458 0.713 0.0 0.0 0.0
H 3.159 3.396 0.413 0.0 0.0 0.0
H 3.124 -3.893 3.921 0.0 0.0 0.0
H 1.335 -5.302 4.900 0.0 0.0 0.0
H -1.036 -4.859 4.315 0.0 0.0 0.0
H -1.629 -3.075 2.722 0.0 0.0 0.0
O 0.017 -0.327 -1.297 0.1 0.1 -0.1
P -0.005 0.766 -2.336 0.0 -0.2 0.2
C -0.131 2.414 -1.585 0.0 0.0 0.0
P -1.194 2.371 -0.114 0.0 -0.2 0.1
O -0.723 1.293 0.806 0.1 0.3 -0.1
C -2.847 2.084 -0.724 -0.1 0.0 0.0
C -3.520 0.966 -0.237 -0.1 0.1 0.0
C -4.784 0.663 -0.728 0.0 0.0 0.0
C -5.366 1.468 -1.696 0.0 0.0 0.0
C -4.695 2.587 -2.180 0.0 0.0 0.0
C -3.436 2.897 -1.695 0.0 -0.1 0.0
C -1.106 4.003 0.617 0.1 0.1 0.1
C 0.149 4.467 1.019 -0.1 0.0 0.0
C 0.267 5.690 1.656 0.0 0.0 0.0
C -0.868 6.453 1.903 0.0 0.0 0.0
C -2.119 5.989 1.524 0.0 0.0 0.0
C -2.242 4.763 0.884 0.0 0.0 0.0
C 1.506 0.826 -3.303 0.0 0.0 -0.1
C 1.526 1.022 -4.683 0.0 -0.1 0.0
C 2.738 1.107 -5.353 0.0 0.0 0.0
C 3.931 1.001 -4.651 0.0 0.0 0.0
C 3.917 0.804 -3.276 0.0 0.0 0.0
C 2.710 0.714 -2.603 0.0 0.1 0.0
C -1.408 0.598 -3.438 -0.1 0.0 -0.1
C -1.767 1.593 -4.350 0.0 0.0 0.0
C -2.848 1.403 -5.195 0.0 0.0 0.0
C -3.583 0.226 -5.126 0.0 0.0 0.0
C -3.244 -0.757 -4.207 0.0 0.0 0.0
C -2.159 -0.572 -3.363 0.0 0.1 0.0
H -0.495 3.134 -2.320 0.1 0.0 0.0
H 0.873 2.712 -1.275 0.0 0.0 0.0
H -3.058 0.354 0.531 0.0 0.0 0.0
H -5.314 -0.202 -0.351 0.0 0.0 0.0
H -6.351 1.230 -2.075 0.0 0.0 0.0
H -5.155 3.214 -2.933 0.0 0.0 0.0
H -2.912 3.768 -2.075 0.0 0.0 0.0
H 1.033 3.859 0.862 0.0 0.0 0.0
H 1.240 6.045 1.969 0.0 0.0 0.0
H -0.777 7.409 2.402 0.0 0.0 0.0
H -3.002 6.579 1.731 0.0 0.0 0.0
H -3.220 4.399 0.602 0.0 0.0 0.0
H 0.603 1.086 -5.242 0.0 0.0 0.0
H 2.751 1.250 -6.425 0.0 0.0 0.0
H 4.873 1.065 -5.179 0.0 0.0 0.0
H 4.846 0.713 -2.727 0.0 0.0 0.0
H 2.700 0.548 -1.532 0.0 0.0 0.0
H -1.210 2.521 -4.405 0.0 0.0 0.0
H -3.123 2.174 -5.902 0.0 0.0 0.0
H -4.428 0.080 -5.787 0.0 0.0 0.0
H -3.829 -1.665 -4.143 0.0 0.0 0.0
H -1.899 -1.319 -2.626 0.0 0.0 0.0
C 2.436 -4.873 0.312 0.0 0.0 0.0
C 0.907 -4.820 0.274 0.1 0.0 0.0
As 0.156 -3.151 -0.407 -0.2 -0.1 0.2
C 0.654 -3.271 -2.287 0.1 0.1 0.0
C 2.083 -2.831 -2.580 0.0 0.0 0.0
C -1.750 -3.585 -0.499 0.0 -0.1 -0.1
C -2.123 -4.847 -1.270 0.0 0.0 0.0
H 2.762 -5.699 0.946 0.0 0.0 0.0
H 2.880 -3.960 0.709 0.0 0.0 0.0
H 2.852 -5.046 -0.681 0.0 0.0 0.0
H 0.481 -4.971 1.264 0.0 0.0 0.0
H 0.522 -5.608 -0.374 0.0 0.0 0.0
H -0.058 -2.662 -2.843 0.0 0.0 0.0
H 0.493 -4.313 -2.565 0.0 0.0 -0.1
H 2.247 -1.808 -2.250 0.0 0.0 0.0
H 2.287 -2.873 -3.652 0.0 0.0 0.0
H 2.815 -3.463 -2.080 0.0 0.0 0.0
H -2.232 -2.705 -0.932 0.0 0.0 0.0
H -2.093 -3.640 0.534 0.0 0.0 0.0
H -1.801 -4.802 -2.311 0.0 0.0 0.0
H -3.206 -4.981 -1.269 0.0 0.0 0.0
H -1.687 -5.739 -0.820 0.0 0.0 0.0
C 0.506 1.530 6.331 -0.1 0.0 0.0
N -0.235 0.951 5.216 -0.1 0.0 0.1
C -1.583 0.784 5.258 0.1 0.1 0.1
C -2.279 0.228 4.245 0.0 0.0 -0.1
C -1.518 -0.207 3.114 0.0 -0.1 -0.1
O -2.001 -0.811 2.108 -0.1 0.0 0.1
N -0.191 -0.012 3.084 -0.1 -0.1 0.0
C 0.515 0.559 4.095 0.1 0.0 -0.1
O 1.721 0.744 4.084 -0.1 0.0 0.0
H -0.204 1.874 7.080 0.0 0.0 0.0
H 1.109 2.364 5.981 0.0 0.0 0.0
H 1.173 0.790 6.769 0.0 0.0 0.0
H -2.066 1.126 6.164 0.0 0.0 0.0
H -3.348 0.098 4.284 0.0 0.0 0.0
```
Positions in Å, forces in eV/Å.


# 2
Molecular formula: C48H52BiBrCl4N5O3P3STe
Method: DFT, the ωB97M-V functional and the def2-TZVPD basis

Values from the calculation:
Energy above the lowest of the compared OMol25 structures with the same formula, charge and spin   3.0 kJ/mol
Net charge   -2
HOMO energy   -2.4 eV
Maximum force   3.05 eV Å⁻¹
Frontier orbital gap   5.994 eV

Geometry as XYZ:
```
119
Properties=species:S:1:pos:R:3:forces:R:3
Bi 1.833 -1.297 -2.164 -0.8 0.1 0.3
Cl -0.306 4.743 -5.237 0.6 -1.5 0.1
C 0.288 3.046 -5.000 -0.9 0.7 0.1
C 0.689 2.271 -6.069 -0.3 0.0 0.1
Cl 0.664 2.844 -7.697 0.0 0.3 0.0
C 1.061 0.932 -5.836 0.5 0.4 -0.2
Cl 1.551 -0.115 -7.106 0.3 0.0 -0.6
C 1.191 0.442 -4.567 -0.3 -0.6 1.7
O 1.715 -0.731 -4.265 -0.1 0.3 -0.9
C 0.596 1.168 -3.468 0.5 -0.9 0.4
O 0.509 0.522 -2.302 0.1 0.7 -0.9
C 0.158 2.455 -3.716 0.0 0.0 -0.3
Cl -0.716 3.232 -2.454 -0.1 0.3 0.2
Te -1.820 -4.379 1.629 -0.7 -0.5 0.2
C -2.674 -4.590 3.689 0.0 0.5 -1.2
C -1.849 -5.192 4.603 -0.8 0.3 1.4
C -2.302 -5.314 5.940 0.5 -0.4 -0.7
N -3.458 -4.836 6.401 0.3 -0.3 -1.1
C -4.267 -4.274 5.458 1.3 -0.3 0.8
C -3.939 -4.168 4.105 -0.1 0.2 1.0
C -1.573 -2.436 1.057 -0.7 -0.1 -0.1
P 0.062 -1.732 1.216 0.4 0.1 1.1
C 0.700 -2.448 2.830 -1.0 -0.5 0.0
C -0.112 -2.694 3.952 1.2 0.4 -0.2
C 0.493 -3.251 5.079 -0.8 0.0 0.7
C 1.835 -3.615 5.131 -0.3 -0.1 0.6
C 2.586 -3.479 3.997 1.6 -0.4 -0.4
C 1.990 -2.911 2.891 0.5 0.2 -0.6
C -0.280 -0.023 1.876 0.7 -0.3 0.0
C -0.334 0.893 0.847 -1.0 0.7 -0.8
C -0.868 2.174 1.030 0.1 0.7 0.4
C -1.219 2.622 2.306 0.2 -1.7 0.5
C -1.005 1.715 3.378 -0.1 -0.1 -0.8
C -0.537 0.413 3.183 -0.8 1.1 -1.5
P -2.648 -1.480 -0.003 0.6 0.6 0.8
C -3.823 -0.516 1.089 0.1 -0.8 -0.3
C -4.404 0.656 0.569 0.9 -1.6 0.6
C -5.125 1.419 1.444 -1.3 1.6 0.0
C -5.394 1.069 2.783 0.6 -0.7 -0.5
C -4.910 -0.146 3.250 1.0 0.1 -0.6
C -4.075 -0.902 2.407 -0.2 0.6 0.2
C -3.733 -2.610 -0.880 -0.6 -1.6 -1.3
C -5.112 -2.488 -1.105 -0.4 -0.5 -0.5
C -5.828 -3.404 -1.920 -0.4 1.5 1.0
C -5.173 -4.418 -2.535 0.0 -0.5 -1.1
C -3.800 -4.520 -2.460 0.7 0.9 2.1
C -3.074 -3.658 -1.602 -1.4 0.3 -0.1
H -0.827 -5.392 4.348 0.2 -0.5 0.0
H -1.646 -5.872 6.619 -0.3 0.4 0.2
H -5.118 -3.855 5.962 -0.7 0.3 -0.6
H -4.628 -3.650 3.457 -0.1 -0.1 -0.3
H -1.144 -2.387 3.859 -0.2 -0.3 0.5
H -0.085 -3.485 5.976 -0.1 0.3 -0.3
H 2.251 -3.998 6.067 -0.1 0.0 -0.3
H 3.656 -3.829 3.909 -1.3 0.5 0.3
H 2.568 -2.807 2.011 0.6 0.0 -0.7
H -0.204 0.568 -0.189 0.3 0.2 0.3
H -1.006 2.834 0.167 -0.1 -0.4 0.3
H -1.795 3.518 2.491 0.3 0.2 -0.1
H -1.325 1.933 4.376 -0.1 0.5 0.4
H -0.603 -0.253 3.999 0.4 -0.6 0.8
H -4.191 0.901 -0.476 -0.2 0.3 0.4
H -5.536 2.336 1.005 0.0 -0.1 0.6
H -5.868 1.720 3.497 -0.4 0.3 -0.2
H -5.012 -0.461 4.285 -0.2 0.1 -0.1
H -3.540 -1.727 2.862 0.0 -0.2 -0.4
H -5.690 -1.668 -0.723 0.0 0.3 0.5
H -6.914 -3.290 -2.087 0.7 0.1 0.3
H -5.714 -5.074 -3.210 0.0 -0.1 0.1
H -3.358 -5.330 -2.967 0.9 -0.5 -0.5
H -2.006 -3.663 -1.445 0.2 -0.6 -0.4
Br 2.989 9.329 -0.238 -0.2 0.0 0.0
C 5.559 0.229 -0.580 0.2 1.1 0.6
C 4.369 -0.657 -0.709 -0.2 -2.8 1.3
C 3.688 -0.701 0.664 1.3 0.4 1.3
C 4.946 -2.119 -1.040 1.4 1.6 0.8
N 3.393 -0.235 -1.626 0.1 1.1 -1.4
H 6.150 -0.160 0.269 0.1 0.3 -0.5
H 5.248 1.275 -0.334 0.3 -0.7 -0.3
H 6.110 0.204 -1.510 0.4 0.3 -0.2
H 4.364 -0.864 1.559 -0.4 0.1 -0.9
H 2.891 -1.401 0.750 -0.6 -0.7 -0.3
H 3.214 0.264 0.774 -0.1 0.4 0.3
H 5.759 -2.440 -0.333 -0.4 0.5 -0.5
H 5.362 -2.109 -2.058 -0.4 -0.2 0.2
H 4.194 -2.840 -0.869 -1.2 -0.9 -0.3
C -0.810 -2.158 -6.069 -0.3 1.0 -0.4
S -2.372 -2.673 -5.315 0.1 1.3 -0.5
C -2.333 -1.424 -4.006 0.9 0.2 0.1
O -2.190 -4.020 -4.743 0.4 -0.6 0.2
H -0.879 -1.146 -6.528 -0.3 -0.4 0.7
H -0.641 -2.762 -6.945 0.3 -0.7 0.0
H 0.010 -2.157 -5.352 0.0 -0.2 -0.1
H -2.427 -0.427 -4.451 -0.3 -0.2 -0.1
H -1.394 -1.396 -3.422 -0.3 -0.4 -0.3
H -3.132 -1.645 -3.323 -0.5 0.0 0.2
C 3.981 6.243 -0.807 -0.1 0.4 -0.3
N 2.541 6.231 -0.386 -0.3 -1.9 0.1
C 1.787 5.243 -1.295 -0.4 0.5 0.1
N 2.398 3.964 -1.425 0.6 0.8 0.0
C 3.774 4.122 -1.840 0.5 0.8 0.1
N 4.565 4.950 -0.848 -0.2 -0.4 -1.0
C 4.733 4.402 0.514 0.5 -1.7 -1.7
P 3.116 4.055 1.301 -0.7 0.2 0.4
C 2.476 5.827 1.040 -1.1 -2.1 -0.8
C 2.309 3.219 -0.175 1.1 -0.4 -0.2
H 4.428 6.958 -0.144 0.6 0.1 0.5
H 3.981 6.731 -1.765 0.1 0.0 -0.6
H 2.219 7.203 -0.453 -0.1 0.7 -0.2
H 1.651 5.787 -2.231 0.1 -0.3 -0.1
H 0.838 5.037 -0.838 -0.7 0.5 0.2
H 3.776 4.692 -2.797 0.1 -0.4 0.6
H 4.212 3.145 -2.012 0.2 -0.1 0.2
H 5.320 5.137 1.019 0.3 0.4 0.8
H 5.355 3.450 0.451 -0.8 1.1 0.1
H 3.095 6.503 1.531 0.9 1.2 1.3
H 1.445 5.881 1.409 0.2 0.2 -0.2
H 1.293 2.935 -0.005 -0.7 0.1 0.4
H 2.816 2.258 -0.359 0.0 0.1 0.2
```
Positions in Å, forces in eV/Å.


The following E values (in eV) correspond, in order, to the records above: -146747.6240, -236177.9028.